Formula: C7H28O7
Source: OMol25
Level of theory: ωB97M-V with the def2-TZVPD basis set

Positions of all 42 atoms, in Å:
O1 -2.939091 4.705378 -0.120708
H1 -2.487789 6.644191 -0.732754
H2 0.904036 0.328664 -0.820493
O2 7.648424 2.446159 0.560950
C1 2.575329 -3.530852 3.015110
C2 7.162073 1.440064 -0.341279
H3 -4.616761 -3.800721 2.240612
C3 -3.796746 -3.279261 1.746896
H4 4.497095 -2.353386 -4.620262
H5 7.228435 2.307702 1.413032
H6 -4.049642 6.173577 -1.138233
H7 -3.143680 -2.849091 2.506216
H8 2.038505 -4.262028 2.410694
C4 4.120094 -1.671180 -3.858318
H9 2.336149 -2.497031 2.765902
H10 6.076193 1.513637 -0.281779
O3 3.979950 -2.411492 -2.674529
O4 -6.731086 1.661132 0.851581
H11 7.473976 1.645561 -1.365284
H12 3.632205 -3.698013 2.807341
H13 4.895771 -2.597702 -2.454981
O5 -3.144580 -4.143802 0.808565
H14 -2.036204 4.696457 0.205358
C5 0.004392 -0.164485 -0.452337
H15 -7.899642 1.807906 -0.916453
C6 -7.865976 2.194889 0.101977
O6 0.000249 -1.545552 -0.776569
H16 -7.668910 3.266664 0.077888
H17 -2.691090 5.385543 -2.028260
H18 7.465893 0.426875 -0.078126
H19 4.827400 -0.847300 -3.763154
H20 1.344016 -3.996746 4.470679
H21 -0.090200 -0.143869 0.633356
H22 0.860873 -1.772877 -1.136084
H23 -2.405326 -3.649497 0.446933
C7 -3.040677 5.767024 -1.068897
H24 3.169425 -1.294422 -4.235637
H25 -5.943285 2.020556 0.437109
H26 -0.888490 0.322760 -0.844079
H27 -8.813769 1.999842 0.603730
O7 2.279113 -3.799825 4.378976
H28 -4.266652 -2.445453 1.225311

Atoms 1-6, force components in eV/Å:
O -0.414 0.239 0.100
H 0.500 -0.062 -0.192
H -0.079 0.160 0.199
O 0.501 -0.332 -0.546
C -0.276 -0.478 0.121
C -0.660 0.538 0.619

Calculated values
Multiplicity   1
Total charge   0
Calculated total energy   -810.00608 Ha
LUMO level   0.2 eV
Orbital gap   10.34 eV

Formula: C6H7N
Source: OMol25
Level of theory: ωB97M-V with the def2-TZVPD basis set

Positions of all 14 atoms, in Å:
C1 0.386290 1.397734 0.170349
N1 2.702198 0.190223 0.161633
H1 0.348829 2.120930 -0.642910
H2 0.946553 -1.762998 0.017394
C2 -0.604594 -0.453805 0.602474
H3 -0.222596 -2.490535 1.125933
H4 0.178020 1.896555 1.118263
C3 -1.698221 0.636575 -1.468109
C4 -0.125874 -1.814332 0.271492
C5 1.696217 0.766237 0.176935
H5 -0.550654 -0.135026 1.642269
H6 -1.378472 1.384663 -2.194873
C6 -1.014518 0.452515 -0.373330
H7 -0.663179 -2.188737 -0.607520

Atoms 1-6, force components in eV/Å:
C 0.255 0.291 0.043
N -0.970 0.561 0.010
H -0.043 -0.132 0.076
H -0.128 -0.002 0.015
C 0.022 -0.020 -0.071
H 0.015 0.109 -0.101

Calculated values
Multiplicity   1
Total charge   0
Calculated total energy   -287.36230 Ha
LUMO level (alpha / beta)   -1.0 / -1.0 eV
Orbital gap (alpha / beta)   7.00 / 6.99 eV

Formula: C4H6ClN2OS
Source: OMol25
Level of theory: ωB97M-V with the def2-TZVPD basis set

Positions of all 15 atoms, in Å:
C1 1.515451 1.219717 -0.044407
H1 2.174985 1.911131 0.155566
C2 0.509739 -0.819259 1.471433
H2 1.669561 -0.230949 -1.705941
S1 -2.652863 0.101828 -0.257020
H3 -0.215626 -0.257289 2.118017
H4 -0.142780 0.765402 -2.813030
H5 1.366437 -1.170941 2.029468
Cl1 -2.504885 -1.773630 0.680358
N1 0.945152 0.097957 0.481855
H6 0.011013 -1.712000 0.911388
N2 -1.259643 0.144905 -1.075942
O1 -2.276614 1.072447 0.779399
C3 -0.208043 0.504300 -1.723304
C4 1.068112 0.146382 -1.007837

Atoms 1-6, force components in eV/Å:
C -5.012 -10.186 0.706
H 2.896 4.147 1.530
C -1.504 -1.452 0.272
H 3.461 -2.662 -1.587
S 0.241 1.592 1.444
H 0.534 -0.778 -0.491

Calculated values
Multiplicity   1
Total charge   +1
Calculated total energy   -1198.65608 Ha
LUMO level   -6.1 eV
Orbital gap   7.46 eV

Formula: C8H19NO5P
Source: OMol25
Level of theory: ωB97M-V with the def2-TZVPD basis set

Positions of all 34 atoms, in Å:
H1 -2.195180 0.277435 -1.197635
C1 -0.785916 -1.403757 0.844099
C2 0.717472 1.846933 -0.859189
H2 0.147789 -0.187054 -1.046825
H3 -1.134413 0.624885 1.535831
O1 -0.012633 2.486798 -1.935921
H4 -1.978223 2.262473 -2.768182
C3 -1.099921 1.730261 -2.365698
C4 0.469444 -3.309640 2.152012
O2 2.406827 3.053084 1.223759
N1 -1.560840 1.069172 -1.073152
H5 0.933028 -4.248445 -0.151575
C5 0.399372 -3.307683 -0.385753
C6 -0.259926 0.683576 -0.483302
H6 3.046205 2.798473 0.544703
H7 -0.671891 -3.558093 -0.534473
O3 -0.695966 0.852036 -3.377736
H8 1.373652 -1.771659 0.856773
O4 1.174816 4.510198 -0.469401
O5 -0.298467 3.477644 1.360852
H9 -1.562137 -1.612630 1.603595
C7 -0.327334 0.119066 0.969388
H10 -1.983451 1.857303 -0.567244
H11 0.074917 -4.315258 1.899000
H12 0.797000 -2.797112 -1.282126
H13 -0.060786 -2.906422 3.033455
H14 1.696926 1.504799 -1.240036
H15 -0.729711 -0.058410 -3.064910
H16 -1.277833 -1.557611 -0.148483
P1 0.986834 3.254410 0.348992
H17 -0.205230 4.363699 1.738015
H18 1.526285 -3.470264 2.452707
C8 0.446227 -2.377089 0.898111
H19 0.643065 0.108884 1.490347

Atoms 1-6, force components in eV/Å:
H -0.146 0.173 0.158
C 0.502 0.557 -0.084
C -1.940 0.068 0.342
H -0.688 0.557 -0.069
H 0.864 0.238 -0.041
O -0.842 0.282 -0.179

Calculated values
Multiplicity   1
Total charge   +1
Calculated total energy   -1088.30468 Ha
LUMO level   -3.5 eV
Orbital gap   10.08 eV

Formula: C27H65AlFNO2P
Source: OMol25
Level of theory: ωB97M-V with the def2-TZVPD basis set

Positions of all 98 atoms, in Å:
N1 11.327338 -3.134958 2.140765
H1 -2.775790 -0.369360 0.350934
C1 -3.233332 0.392019 2.336346
H2 5.227389 -4.093460 -1.643065
H3 -3.649064 2.175230 0.230103
H4 4.947020 -1.503592 -2.228538
C2 -0.422887 3.732820 -2.187158
H5 -11.124163 0.808786 1.827397
H6 5.521885 -2.187817 2.401206
H7 8.909123 -1.643117 2.776986
H8 -6.236338 3.450527 1.268271
P1 9.608740 -3.472001 1.770200
H9 -10.165498 -0.060323 -0.302191
H10 -12.055766 2.461882 0.596783
H11 -8.328178 1.983039 2.277598
H12 -0.433132 1.086645 0.070912
H13 4.143160 -3.138998 1.866931
C3 1.446163 2.072604 -0.308075
Al1 9.726879 -3.880267 -0.609371
C4 9.574422 -0.893285 -1.282816
H14 -0.945580 3.915999 -3.127160
H15 6.066395 -3.747261 0.474068
C5 7.339281 -4.034647 -2.038966
C6 1.730877 -0.361629 -1.018558
H16 2.039271 -0.646306 -0.009790
H17 11.350493 -2.728385 3.073174
H18 -1.506497 -0.642561 1.537792
C7 5.638394 -2.247907 -2.627144
H19 -9.665308 -0.123253 2.058252
C8 -10.287824 2.076347 -0.584158
C9 -0.083239 2.057620 -0.290200
H20 -5.142671 1.152123 2.964575
C10 -11.793559 2.300786 -0.452769
H21 2.243375 -1.023041 -1.718276
H22 4.142260 -1.963049 -0.317999
H23 -13.697547 1.375188 -0.939301
H24 7.898108 -3.339268 -2.686303
H25 -1.831488 2.256703 -1.514584
H26 11.772663 -4.044960 2.254179
H27 0.644946 3.848252 -2.378340
H28 -9.764027 2.968669 -0.230413
C11 6.014628 -3.329507 -1.606247
C12 -12.631370 1.158181 -1.016931
H29 -2.805907 1.381453 2.148818
H30 -0.720897 4.512150 -1.481512
H31 -9.607237 1.889180 3.487620
H32 5.149749 -2.691393 -3.500151
H33 4.708948 0.295458 0.394782
H34 -12.053009 3.226703 -0.972747
H35 -6.355024 0.895014 0.853924
H36 10.010621 -2.375548 -2.783565
O1 8.099348 -4.485346 -0.965799
C13 6.107063 -2.850263 -0.147593
H37 -10.034394 1.981033 -1.644809
C14 -9.756306 0.845702 0.152913
H38 -4.742076 3.311596 2.200659
H39 -12.400633 0.991412 -2.071528
H40 -5.119894 2.363078 -0.693102
H41 7.088693 -2.419946 0.058387
H42 10.306571 -0.370441 -0.664455
H43 10.864519 -5.018390 -0.788097
H44 9.318140 -0.238517 -2.125045
H45 1.786379 1.354374 -2.320350
H46 -4.791137 4.329000 0.764677
C15 -0.747766 2.349050 -1.634781
H47 5.954973 -0.221214 -0.759258
H48 1.802700 3.084019 -0.522493
C16 2.079475 1.096486 -1.298158
H49 6.309689 -0.251642 0.951282
H50 -12.448442 0.223196 -0.485155
H51 -5.177410 -0.521460 2.464457
H52 -2.967334 -1.627741 1.578046
C17 -5.259971 0.863713 0.828210
H53 6.527601 -1.724395 -2.991351
C18 -4.738754 2.206841 0.319814
C19 4.626352 -2.163227 1.773477
C20 -4.754776 0.456979 2.214273
H54 3.951176 -1.398423 2.170275
H55 -8.673417 0.794587 0.000420
C21 10.186730 -2.228941 -1.709612
H56 3.164583 1.216719 -1.257748
H57 -0.432100 2.794013 0.442680
H58 1.805694 1.835382 0.698355
H59 -2.973160 0.143828 3.368500
C22 -10.044351 0.818657 1.653057
O2 9.052124 -1.872276 1.851116
C23 -9.411880 1.976945 2.418087
H60 0.659276 -0.550619 -1.111984
H61 8.682365 -1.020441 -0.670697
C24 5.514755 -0.424178 0.219011
H62 7.070697 -4.891245 -2.678645
C25 -2.587803 -0.619825 1.396493
C26 5.023793 -1.872131 0.328492
F1 11.620495 -2.071746 -1.636414
C27 -5.147700 3.390367 1.190887
H63 -0.459287 1.587309 -2.364302
H64 -5.001055 0.088227 0.102411
H65 -9.800346 2.942407 2.090108

Atoms 1-6, force components in eV/Å:
N -0.133 -0.081 0.032
H 0.012 -0.029 -0.012
C 0.004 -0.015 0.005
H -0.062 0.104 0.118
H 0.001 -0.011 0.001
H -0.023 -0.063 -0.015

Calculated values
Multiplicity   1
Total charge   -1
Calculated total energy   -1956.74014 Ha
LUMO level   1.8 eV
Orbital gap   5.06 eV

Formula: C6H17N2
Source: OMol25
Level of theory: ωB97M-V with the def2-TZVPD basis set

Positions of all 25 atoms, in Å:
C1 -2.171767 0.948092 -0.628158
C2 -1.053371 -1.103391 0.288976
H1 -2.427100 1.082756 0.440220
H2 -3.035272 0.429358 -1.130767
H3 -0.829243 -0.895420 1.323948
H4 2.038801 -1.928551 -0.042318
H5 0.116679 -1.223424 -1.897669
H6 2.524516 -1.370632 2.304040
H7 -0.527675 1.030561 1.890473
C3 0.376987 1.223113 1.278642
H8 3.002510 0.106836 1.894464
H9 0.513173 2.322413 1.243189
N1 0.179802 0.967632 -0.187091
H10 -0.276073 0.399804 -2.650659
H11 0.339153 1.767503 -0.725637
C4 -0.553406 -0.404890 -2.071566
H12 -2.031872 -1.453585 0.169510
C5 2.362343 -0.924915 0.217216
H13 2.313455 -0.209902 -0.622197
H14 -0.401258 -1.824768 -0.085467
H15 -1.377196 -0.856015 -2.579083
C6 -0.905731 0.101084 -0.616824
H16 -1.944700 1.994989 -1.018775
N2 2.602854 -0.758811 1.459621
H17 1.164391 0.580162 1.745913

Atoms 1-6, force components in eV/Å:
C -0.609 0.639 0.372
C 0.429 1.602 -0.048
H -0.290 0.147 -0.456
H 0.851 0.781 0.356
H -0.214 -0.038 0.300
H -0.103 0.027 -0.048

Calculated values
Multiplicity   1
Total charge   +1
Calculated total energy   -347.98064 Ha
LUMO level   -4.9 eV
Orbital gap   7.55 eV